[1]
This record from the Open Molecules 2025 dataset describes one molecule with the formula C4H9NOS in a non-equilibrium geometry. The level of theory is ωB97M-V with the def2-TZVPD basis set.

Properties
**Frontier orbital gap**: 8.765 eV
**SMILES**: C[S@](N)(=O)=C1CC1
**Energy relative to the best compared isomer or geometry (same formula, charge and spin)**: 627.9 kJ/mol

XYZ file:
```
16
C4H9NOS | the Open Molecules 2025 dataset | ωB97M-V with the def2-TZVPD basis set
C -1.91404 0.57838 0.38178
S -0.49217 0.00072 -0.72082
N -0.37966 1.42393 -1.79864
O -0.90232 -1.02069 -1.63578
C 1.27526 -0.23627 -0.22646
C 1.43648 -1.45474 0.62959
C 1.47693 -0.14366 1.25919
H -2.94855 0.56883 0.18518
H -1.64170 -0.27466 1.04778
H -1.48568 1.48586 0.85507
H -0.94959 1.20280 -2.56196
H 0.48022 1.62216 -2.28423
H 0.54969 -2.08381 0.91944
H 2.22009 -2.07505 0.48139
H 2.50621 0.23396 1.52547
H 0.76881 0.17224 1.94301
```

***

[2]
This record from the Open Molecules 2025 dataset describes C14H14N2O7S3SbTi as an isolated structure in a non-equilibrium geometry. The level of theory is ωB97M-V with the def2-TZVPD basis set.

Properties
**Charge**: -2
**2S+1**: 2
**<S²>**: 0.7668
**Frontier orbital gap (spin up / spin down)**: 4.517 / 4.647 eV
**Energy relative to the best compared isomer or geometry (same formula, charge and spin)**: 93.0 kJ/mol

XYZ file:
```
42
C14H14N2O7S3SbTi | the Open Molecules 2025 dataset | ωB97M-V with the def2-TZVPD basis set
Ti -1.18853 0.05353 -1.81443
S -2.26516 -3.76055 -5.15864
Sb -1.84531 -1.56080 -4.52350
S -3.21196 -1.15199 -2.51652
S 0.17561 -1.56416 -3.11767
O -2.44127 2.94535 -4.18248
C -2.05609 2.26808 -3.27676
O -1.28741 1.18769 -3.35382
C -2.39637 2.57580 -1.78564
O -2.76916 3.65621 -1.42283
O -2.15537 1.52309 -1.01897
O 4.05301 2.51770 1.96015
C 4.26333 2.02962 0.63029
C 2.95987 1.58503 0.03918
C 2.69948 1.80748 -1.34105
C 1.52782 1.36553 -1.87032
N 0.59286 0.73181 -1.13686
C 0.83006 0.48882 0.19068
C 2.03739 0.92708 0.78377
C -0.18812 -0.24746 0.86361
C -0.23266 -0.40665 2.26412
C -1.25780 -1.09331 2.84268
C -1.29623 -1.31819 4.32495
O -0.38996 -2.35312 4.73642
C -2.25710 -1.63949 2.00876
C -2.17375 -1.46339 0.65601
N -1.16713 -0.78937 0.05863
H 4.90586 2.80045 2.30711
H 4.95977 1.18634 0.65273
H 4.69948 2.80524 -0.00496
H 3.42072 2.30512 -1.97682
H 1.28368 1.49240 -2.91574
H 2.23224 0.73294 1.83003
H 0.54194 0.03183 2.88108
H -2.31176 -1.57925 4.63278
H -0.99694 -0.41790 4.86147
H -0.28237 -2.94520 3.98372
H -3.08907 -2.19497 2.42401
H -2.91055 -1.86582 -0.02385
O -0.30874 -3.77756 -0.81866
H 0.15751 -2.96859 -1.07248
H -0.86182 -3.91937 -1.60014
```

***

[3]
This record from the Open Molecules 2025 dataset describes C45H55N8O2PS3SeV as an isolated structure in a non-equilibrium geometry. The level of theory is ωB97M-V with the def2-TZVPD basis set.

Properties
**Charge**: -2
**2S+1**: 4
**<S²>**: 3.7732
**Frontier orbital gap (spin up / spin down)**: 5.116 / 6.239 eV

XYZ file:
```
116
C45H55N8O2PS3SeV | the Open Molecules 2025 dataset | ωB97M-V with the def2-TZVPD basis set
V 1.00244 0.03007 0.34726
O -1.35246 -2.87531 4.27047
C -0.24263 -2.72204 5.01207
C -0.05768 -3.55316 6.11908
C 1.08798 -3.44375 6.88593
C 2.06511 -2.50559 6.56874
C 1.87206 -1.67094 5.47961
C 0.72679 -1.75780 4.69562
C 0.51562 -0.87878 3.49805
O -0.34964 -1.22142 2.65193
N 1.30154 0.18649 3.44114
N 1.09090 0.91401 2.29182
C 1.35138 2.16270 2.39939
C 1.14178 3.00674 1.22858
C 1.40058 4.37128 1.21427
C 1.07074 5.08727 0.07517
C 0.51236 4.41968 -1.00146
C 0.33074 3.04550 -0.91622
N 0.63623 2.35539 0.17265
H -1.21793 -2.26604 3.48400
H -0.82250 -4.28685 6.34159
H 1.22554 -4.10544 7.73448
H 2.96862 -2.42974 7.16070
H 2.61234 -0.93114 5.20273
H 1.66204 2.56004 3.36064
H 1.83524 4.85084 2.08099
H 1.24256 6.15577 0.03267
H 0.23993 4.93648 -1.91190
H -0.06444 2.46672 -1.74068
S -2.33469 1.60622 1.61921
C -2.74932 2.23182 0.11412
N -3.47905 3.43463 -0.00767
C -3.47088 4.10861 -1.27962
C -3.83947 3.10760 -2.34491
N -2.91215 2.00982 -2.31112
C -2.95877 1.18319 -3.50132
C -2.26214 1.83308 -4.66939
C -0.86870 1.87585 -4.70539
C -0.21010 2.48982 -5.75833
C -0.93648 3.06722 -6.79364
C -2.32136 3.02144 -6.77358
C -2.97768 2.40533 -5.71448
C -2.44070 1.51865 -1.08642
S -1.47234 0.11339 -1.10930
C -3.79038 4.27005 1.13467
C -2.79138 5.37040 1.44880
C -1.75669 5.16892 2.36105
C -0.89789 6.20724 2.68841
C -1.03750 7.45362 2.09513
C -2.05201 7.66088 1.17228
C -2.92490 6.62738 0.86394
H -2.49551 4.56386 -1.50853
H -4.21365 4.91102 -1.25418
H -3.79510 3.56944 -3.33510
H -4.87318 2.76147 -2.17710
H -4.01031 0.98456 -3.76486
H -2.48393 0.23366 -3.26489
H -0.29855 1.41244 -3.90678
H 0.87260 2.50404 -5.75519
H -0.42028 3.54830 -7.61626
H -2.89467 3.46549 -7.57952
H -4.06238 2.36385 -5.69711
H -3.90120 3.61965 1.99915
H -4.75565 4.75109 0.92676
H -1.64021 4.18553 2.79852
H -0.10732 6.03692 3.40907
H -0.35819 8.25897 2.34978
H -2.17180 8.62991 0.70158
H -3.73532 6.80005 0.16227
Se 5.86218 -0.45086 1.57322
C 4.12834 -0.22177 1.08734
N 3.01436 -0.10738 0.78722
S 3.16340 1.78039 -3.57119
C 2.32841 1.08809 -2.34053
N 1.72044 0.57944 -1.48624
C 0.82583 -4.35382 2.29221
C 1.91546 -4.13173 1.23534
C 2.93845 -3.17696 1.87274
C 2.59779 -5.47436 0.95104
P 1.14725 -3.28089 -0.25673
N 0.87269 -1.77937 0.01147
C 2.31109 -3.47771 -1.72887
C 2.41290 -4.87442 -2.34938
C 1.89432 -2.48392 -2.83191
C 3.71028 -3.04572 -1.25814
C -0.47441 -4.16879 -0.64650
C -0.92797 -3.75036 -2.05174
C -1.55256 -3.66511 0.33233
C -0.43037 -5.70057 -0.60665
H 1.31429 -4.56653 3.24733
H 0.17203 -5.19579 2.06297
H 0.21759 -3.46113 2.42379
H 3.26578 -3.61872 2.81866
H 2.48750 -2.20930 2.08861
H 3.82269 -2.99982 1.26431
H 2.91461 -5.90166 1.90837
H 3.49175 -5.36311 0.33647
H 1.93535 -6.19873 0.47148
H 1.47728 -5.19039 -2.81475
H 2.71847 -5.64211 -1.63635
H 3.17074 -4.84000 -3.13960
H 1.13910 -2.89788 -3.49705
H 2.77351 -2.24785 -3.43729
H 1.52036 -1.55225 -2.41488
H 4.16908 -3.76051 -0.57422
H 3.68833 -2.06726 -0.77559
H 4.35704 -2.96975 -2.13652
H -0.92452 -2.66766 -2.17378
H -1.95704 -4.09577 -2.18860
H -0.32236 -4.20432 -2.83695
H -1.46890 -2.59136 0.50257
H -1.51053 -4.17385 1.29357
H -2.53463 -3.86472 -0.10639
H 0.32133 -6.12094 -1.27909
H -1.40629 -6.08153 -0.92696
H -0.24646 -6.08763 0.39554
```

***

Number 1: energy -685.779802 Ha. Number 2: energy -3462.663612 Ha. Number 3: energy -7217.839857 Ha.